a | {"formula": "C5H6O2S", "method": "the ωB97M-V functional and the def2-TZVPD basis", "elements": ["C", "C", "C", "C", "C", "H", "H", "H", "H", "H", "H", "O", "O", "S"], "xyz": [[0.320, 1.764, 0.012], [-0.359, 0.494, -0.620], [-1.761, 0.130, -0.193], [-0.647, -0.739, 0.332], [1.378, -0.945, 0.287], [1.144, 2.140, -0.636], [-2.372, -0.597, -0.840], [-2.201, 1.055, 0.504], [-0.725, -1.762, 0.061], [2.586, -0.752, 0.299], [1.407, -2.055, 0.102], [-0.131, 2.169, 1.065], [0.464, -0.486, 1.148], [0.897, -0.414, -1.522]], "lowdin_charge": [-0.224, -0.608, -0.017, -0.332, -0.462, 0.120, 0.145, 0.186, 0.122, 0.146, 0.081, 0.054, -0.094, 0.881], "lumo_ev": 0.4, "multiplicity": 1, "orbital_gap_ha": 0.3304}


b | {"formula": "C5H6O2S", "method": "the ωB97M-V functional and the def2-TZVPD basis", "elements": ["C", "C", "C", "C", "O", "O", "C", "S", "H", "H", "H", "H", "H", "H"], "xyz": [[-2.836, -1.297, -0.014], [-1.501, -0.986, -0.156], [-0.318, -0.235, 0.200], [-0.329, 1.190, -0.405], [0.898, 1.835, 0.072], [0.836, -0.720, -0.481], [1.930, -0.460, 0.271], [3.544, -0.837, -0.185], [-3.823, -1.554, -0.375], [-0.299, -0.397, 1.360], [-1.365, 1.442, -0.046], [-0.163, 1.125, -1.404], [1.614, 1.095, -0.251], [1.811, -0.201, 1.414]], "lowdin_charge": [0.168, -0.023, -0.383, -0.141, -0.097, -0.115, -0.719, 0.632, 0.017, 0.198, 0.149, 0.097, 0.088, 0.130], "lumo_ev": -0.7, "multiplicity": 1, "orbital_gap_ha": 0.3126, "smiles": "C#C[C@H](CO)OC=S"}


Which of them is least stable? Easy: b.


a | {"formula": "C5H6O2S", "method": "the ωB97M-V functional and the def2-TZVPD basis", "elements": ["C", "C", "O", "C", "C", "C", "S", "O", "H", "H", "H", "H", "H", "H"], "xyz": [[2.380, -1.380, -0.044], [1.335, -0.378, 0.333], [1.669, 0.880, -0.235], [0.677, 1.776, -0.074], [-0.598, 1.412, 0.174], [-0.960, 0.007, 0.032], [-2.491, -0.551, -0.047], [0.085, -0.838, -0.128], [3.369, -1.036, 0.325], [2.401, -1.486, -1.137], [2.150, -2.355, 0.418], [1.249, -0.218, 1.446], [1.021, 2.778, -0.230], [-1.363, 2.171, 0.311]], "lowdin_charge": [0.003, -0.399, 0.007, -0.091, -0.078, -0.845, 0.724, -0.047, 0.102, 0.100, 0.100, 0.183, 0.129, 0.111], "lumo_ev": -0.2, "multiplicity": 1, "orbital_gap_ha": 0.3132, "smiles": "C[C@H]1OC=CC(=S)O1"}


b | {"formula": "C5H6O2S", "method": "the ωB97M-V functional and the def2-TZVPD basis", "elements": ["C", "C", "C", "C", "O", "C", "O", "S", "H", "H", "H", "H", "H", "H"], "xyz": [[-0.510, 1.571, -0.632], [0.498, 0.379, -0.724], [1.167, 0.003, 0.572], [0.691, -0.927, 1.363], [-0.502, -1.535, 1.157], [-1.101, -1.752, -0.030], [-2.160, -2.326, -0.145], [-0.252, -1.078, -1.459], [-1.027, 1.780, -1.557], [0.004, 2.468, -0.358], [-1.259, 1.475, 0.172], [1.280, 0.654, -1.475], [2.104, 0.549, 0.822], [1.066, -1.262, 2.295]], "lowdin_charge": [-0.098, -0.621, -0.105, -0.138, 0.018, -0.732, 0.061, 1.033, 0.068, 0.061, 0.090, 0.111, 0.130, 0.123], "lumo_ev": 0.6, "multiplicity": 1, "orbital_gap_ha": 0.3712, "smiles": "C[C@H]1C=COC(=O)S1"}


Which of them is least stable? Easy: a.


a | {"formula": "H6O3", "method": "the ωB97M-V functional and the def2-TZVPD basis", "elements": ["O", "H", "H", "O", "H", "H", "O", "H", "H"], "xyz": [[-0.262, -1.021, 23.444], [-0.503, -1.872, 23.077], [0.623, -0.861, 23.117], [-1.581, -3.297, 20.729], [-1.458, -4.243, 20.813], [-1.591, -3.140, 19.784], [-0.894, -0.531, 20.530], [-1.096, -1.355, 20.974], [-0.952, 0.132, 21.218]], "lowdin_charge": [-0.169, -0.022, 0.008, -0.406, -0.088, -0.066, -0.192, -0.058, -0.007], "lumo_ev": [4.1, 4.0], "multiplicity": 2, "orbital_gap_ha": [0.1141, 0.4013], "charge": -1}


b | {"formula": "H6O3", "method": "the ωB97M-V functional and the def2-TZVPD basis", "elements": ["O", "H", "H", "O", "H", "H", "O", "H", "H"], "xyz": [[0.601, 0.302, 1.530], [1.162, -0.172, 2.144], [0.134, -0.385, 1.053], [0.405, 1.913, -1.221], [0.585, 1.021, -0.924], [1.265, 2.331, -1.261], [-1.152, -1.763, -0.140], [-1.236, -2.219, -0.977], [-1.764, -1.029, -0.203]], "lowdin_charge": [-0.185, 0.000, -0.050, -0.179, -0.032, -0.002, -0.372, -0.098, -0.082], "lumo_ev": [4.2, 4.0], "multiplicity": 2, "orbital_gap_ha": [0.1152, 0.4000], "charge": -1}


Which of them is least stable? Easy: b.


a | {"formula": "Cl2H4Si3", "method": "the ωB97M-V functional and the def2-TZVPD basis", "elements": ["Si", "Si", "Si", "Cl", "Cl", "H", "H", "H", "H"], "xyz": [[0.894, -0.167, 0.969], [-1.294, -0.064, -0.005], [0.635, -1.122, 2.978], [-2.316, -1.751, 0.752], [1.013, -3.178, 2.747], [1.027, 1.267, 0.798], [1.718, -0.740, -0.143], [-1.118, 0.220, -1.560], [-1.941, 1.062, 0.560]], "lowdin_charge": [0.130, 0.071, 0.089, 0.100, 0.035, -0.132, -0.107, -0.056, -0.130], "lumo_ev": -1.5, "multiplicity": 1, "orbital_gap_ha": 0.2585}


b | {"formula": "Cl2H4Si3", "method": "the ωB97M-V functional and the def2-TZVPD basis", "elements": ["Si", "Si", "Si", "Cl", "Cl", "H", "H", "H", "H"], "xyz": [[2.081, 0.448, 0.948], [-2.283, 0.788, -0.371], [0.666, 1.996, 0.010], [1.665, -0.174, -1.367], [-4.340, -0.001, -0.221], [3.469, 0.674, 0.587], [1.808, -0.734, 1.800], [-2.125, 0.084, -1.589], [-2.558, 2.210, -0.363]], "lowdin_charge": [0.179, 0.186, 0.320, -0.068, -0.020, -0.139, -0.112, -0.169, -0.176], "lumo_ev": [-1.5, -1.6], "multiplicity": 1, "orbital_gap_ha": [0.2353, 0.2418]}


Which of them is least stable? Easy: b.


a | {"formula": "C4H11OP", "method": "the ωB97M-V functional and the def2-TZVPD basis", "elements": ["C", "C", "C", "C", "O", "P", "H", "H", "H", "H", "H", "H", "H", "H", "H", "H", "H"], "xyz": [[0.432, -1.178, -1.318], [0.448, -1.348, 1.751], [-0.296, 1.276, -0.890], [-0.372, -0.114, -0.582], [0.377, -0.140, 1.109], [-0.350, 2.358, 0.704], [0.154, -2.221, -1.081], [1.419, -1.092, -0.930], [0.470, -0.856, -2.384], [1.148, -1.387, 2.646], [0.771, -2.152, 0.981], [-0.592, -1.679, 2.122], [-1.072, 1.601, -1.602], [0.796, 1.612, -1.243], [-1.390, -0.367, -0.229], [-1.589, 2.122, 1.007], [-0.356, 3.565, -0.060]], "lowdin_charge": [-0.066, -0.235, -0.451, -0.286, -0.362, 0.834, 0.082, 0.069, 0.098, 0.094, 0.076, 0.089, 0.085, 0.121, 0.135, -0.172, -0.110], "lumo_ev": 1.0, "multiplicity": 1, "orbital_gap_ha": 0.3508}


b | {"formula": "C4H11OP", "method": "the ωB97M-V functional and the def2-TZVPD basis", "elements": ["C", "C", "C", "C", "P", "O", "H", "H", "H", "H", "H", "H", "H", "H", "H", "H", "H"], "xyz": [[0.703, 0.799, 1.082], [0.148, -0.113, 0.057], [-0.179, -1.546, 0.470], [0.943, 0.012, -1.171], [-1.523, 0.714, -0.192], [-2.556, 0.649, 0.864], [0.798, 1.907, 0.849], [0.130, 0.835, 2.120], [1.695, 0.427, 1.522], [-0.083, -2.078, -0.514], [-1.227, -1.873, 0.882], [0.675, -1.975, 1.179], [0.277, -0.142, -2.110], [1.318, 1.047, -1.427], [1.661, -0.841, -1.407], [-1.015, 1.869, -0.701], [-1.764, 0.308, -1.501]], "lowdin_charge": [-0.179, -0.797, -0.099, -0.144, 0.706, -0.398, 0.090, 0.119, 0.101, 0.074, 0.109, 0.120, 0.088, 0.099, 0.109, 0.000, 0.002], "lumo_ev": 0.7, "multiplicity": 1, "orbital_gap_ha": 0.3935, "smiles": "CC(C)(C)[PH2]=O"}


Which of them is least stable? Easy: a.


a | {"formula": "C5H8Cl2", "method": "the ωB97M-V functional and the def2-TZVPD basis", "elements": ["C", "C", "C", "C", "C", "Cl", "Cl", "H", "H", "H", "H", "H", "H", "H", "H"], "xyz": [[-0.069, -2.274, 0.680], [0.288, -1.545, -0.279], [-0.543, 1.060, -1.430], [0.610, 1.107, 1.004], [-0.399, 0.595, 0.000], [2.305, 1.077, 0.433], [-2.021, 0.473, 0.739], [0.059, -3.359, 0.617], [-0.707, -2.037, 1.633], [0.907, -1.437, -1.150], [0.212, 1.859, -1.509], [-1.555, 1.348, -1.573], [-0.154, 0.360, -2.256], [0.436, 2.244, 1.172], [0.631, 0.529, 1.919]], "lowdin_charge": [-0.119, -0.029, -0.155, -0.645, -0.781, 0.547, 0.616, 0.056, 0.093, 0.056, 0.069, 0.035, 0.098, 0.104, 0.054], "lumo_ev": 0.8, "multiplicity": 1, "orbital_gap_ha": 0.3385}


b | {"formula": "C5H8Cl2", "method": "the ωB97M-V functional and the def2-TZVPD basis", "elements": ["C", "C", "C", "C", "C", "Cl", "Cl", "H", "H", "H", "H", "H", "H", "H", "H"], "xyz": [[0.110, 1.035, 0.812], [0.695, -0.059, -0.011], [-0.711, 0.383, -0.331], [2.004, -0.309, -0.594], [-1.998, -0.470, -0.128], [0.369, -1.776, 1.520], [-0.921, 1.577, -1.675], [-0.286, 1.005, 1.845], [0.426, 2.005, 0.560], [2.330, -1.188, 0.022], [2.683, 0.521, -0.113], [1.945, -0.470, -1.676], [-2.830, 0.062, 0.082], [-1.670, -1.093, 0.724], [-2.146, -1.222, -1.037]], "lowdin_charge": [-0.147, -0.409, -0.758, -0.076, -0.101, 0.231, 0.618, 0.120, 0.077, 0.063, 0.139, 0.095, 0.026, -0.011, 0.132], "lumo_ev": -0.9, "multiplicity": 1, "orbital_gap_ha": 0.3391}


c | {"formula": "C5H8Cl2", "method": "the ωB97M-V functional and the def2-TZVPD basis", "elements": ["C", "C", "C", "Cl", "Cl", "C", "C", "H", "H", "H", "H", "H", "H", "H", "H"], "xyz": [[0.962, -0.484, 1.681], [1.057, 0.008, 0.223], [-0.363, -0.015, -0.521], [-1.417, 1.478, 0.133], [-1.213, -1.543, -0.248], [1.815, 1.053, -0.518], [2.119, -0.395, -0.766], [0.736, -1.617, 1.696], [0.094, 0.205, 2.002], [1.866, -0.350, 2.368], [-0.313, 0.365, -1.587], [1.224, 1.601, -1.216], [2.584, 1.500, 0.220], [1.697, -0.880, -1.708], [3.284, -0.722, -0.401]], "lowdin_charge": [-0.079, -0.609, -0.918, 0.439, 0.603, -0.143, -0.130, 0.081, 0.072, 0.094, 0.074, 0.079, 0.145, 0.114, 0.176], "lumo_ev": 0.8, "multiplicity": 1, "orbital_gap_ha": 0.4107, "smiles": "CC1(C(Cl)Cl)CC1"}


d | {"formula": "C5H8Cl2", "method": "the ωB97M-V functional and the def2-TZVPD basis", "elements": ["C", "C", "C", "C", "C", "H", "H", "H", "H", "H", "H", "H", "H", "Cl", "Cl"], "xyz": [[-0.691, -0.563, 1.727], [-0.930, 0.162, 0.327], [0.303, 1.064, -0.040], [-0.106, 2.428, -0.059], [1.494, 0.649, -0.439], [0.183, -1.243, 1.833], [-1.509, -1.057, 2.290], [-0.512, 0.109, 2.472], [-1.667, 0.829, 0.885], [-1.460, 2.702, 0.067], [0.316, 2.752, 1.189], [0.603, 2.947, -1.055], [2.289, 1.383, -0.997], [-2.021, -0.790, -0.779], [2.100, -1.025, -0.149]], "lowdin_charge": [-0.150, -0.681, -0.541, -0.130, -0.480, 0.051, 0.084, 0.026, 0.072, 0.181, 0.170, 0.157, 0.131, 0.554, 0.556], "lumo_ev": 0.6, "multiplicity": 1, "orbital_gap_ha": 0.3646}


Which of them is least stable? Easy: d.